A structure of composition C6H24FNNiO10V at a distorted geometry. Source: OMol25; level of theory: ωB97M-V with the def2-TZVPD basis set.

XYZ file:
```
44
Properties=species:S:1:pos:R:3:forces:R:3:mulliken_spin:R:1
Ni 3.176 -0.019 0.976 -0.73 1.88 -1.98 1.875
O 0.123 3.493 2.181 0.55 -4.44 2.75 -0.475
V 0.295 2.070 2.903 1.56 2.09 -6.19 1.495
N 0.207 0.583 -0.043 -4.79 1.27 -2.03 0.002
O 1.348 0.384 -0.223 6.92 -1.68 -1.71 0.040
O -0.124 0.760 1.140 -2.11 1.66 5.83 -0.011
O -0.635 0.637 -0.923 1.13 -0.19 1.05 -0.007
F 2.376 1.313 2.371 -1.46 -0.13 0.26 0.021
C -0.576 -2.706 2.443 -1.80 0.77 -0.38 0.001
O 0.291 -3.600 3.018 0.75 -0.67 0.23 0.000
H -1.373 -3.164 1.857 0.27 -0.25 -0.47 0.000
H -1.201 -2.186 3.168 0.29 0.30 0.59 0.000
H -0.083 -1.952 1.830 0.29 0.11 -0.25 0.001
H 0.083 -4.463 2.652 0.23 -0.21 0.24 0.000
C 4.712 -0.939 -1.769 1.93 -0.18 -2.37 0.000
O 3.791 -1.191 -0.761 -1.47 0.64 2.88 0.026
H 5.301 -0.028 -1.668 -0.51 0.01 0.49 0.001
H 5.426 -1.760 -1.830 0.06 -0.04 0.17 0.001
H 4.203 -0.916 -2.733 -0.08 0.25 0.03 0.000
H 3.229 -1.911 -1.055 -0.28 -0.21 0.17 0.000
C -3.418 2.673 0.286 -0.56 -0.74 1.06 0.002
O -4.764 2.476 0.716 0.03 0.39 -0.51 0.000
H -2.887 1.874 0.803 0.93 -0.11 -0.30 -0.001
H -3.325 2.534 -0.791 -0.15 0.17 0.12 0.000
H -3.023 3.630 0.628 0.02 0.27 -0.28 -0.001
H -4.736 2.136 1.613 -0.25 0.07 -0.05 0.000
C 3.382 2.772 -0.702 -0.72 2.67 -1.09 0.001
O 4.198 1.810 -0.127 -0.11 -2.20 1.32 0.026
H 2.514 3.094 -0.126 -0.05 -0.73 0.33 0.001
H 3.986 3.679 -0.719 -0.16 0.25 -0.34 0.002
H 3.085 2.556 -1.728 -0.03 -0.33 0.10 0.000
H 5.086 2.139 -0.280 0.44 -0.61 0.42 0.003
C -1.819 -1.942 -3.287 -0.36 1.31 -0.06 0.000
O -2.508 -0.711 -2.968 -0.24 -0.46 -0.05 0.000
H -1.813 -2.016 -4.374 0.33 0.00 0.06 0.000
H -0.822 -1.797 -2.871 0.28 -0.81 -0.26 0.000
H -2.339 -2.829 -2.923 0.08 0.08 0.39 0.000
H -2.059 -0.289 -2.233 -0.13 -0.14 -0.12 0.000
C -3.130 -1.118 0.555 0.87 0.75 1.41 0.002
O -4.015 -1.276 1.678 0.07 -0.55 -0.72 0.000
H -2.135 -1.040 0.994 0.56 0.16 -0.07 -0.001
H -3.007 -1.974 -0.108 -1.10 0.09 -0.03 0.000
H -3.312 -0.146 0.098 -0.25 -0.43 -0.73 -0.001
H -3.708 -0.644 2.333 -0.24 -0.08 0.08 0.000
```
Positions in Å, forces in eV/Å.

Highest occupied orbital energy (alpha / beta) in eV: -14.235 / -14.236
F_max in eV/Å: 7.32
Spin multiplicity: 4
<S²>: 3.87
Net charge: +2
Frontier orbital gap (alpha / beta) in eV: 2.8 / 3.5
LUMO level (alpha / beta) in eV: -11.48 / -10.72

=====

A structure of composition C6H24N12O6Pb at a distorted geometry. Source: OMol25; level of theory: ωB97M-V with the def2-TZVPD basis set.

XYZ file:
```
49
Properties=species:S:1:pos:R:3:forces:R:3:lowdin_charge:R:1
Pb 0.950 -0.268 -0.299 -0.29 0.24 0.12 1.772
C -0.024 4.270 -4.930 -1.85 -6.11 2.42 -0.774
O -0.145 3.784 -3.779 -0.02 1.16 -0.43 -0.029
N 0.819 5.103 -5.325 4.86 6.75 0.49 0.179
N -0.487 3.616 -5.982 -2.09 -1.29 -0.91 0.152
H 0.803 5.559 -6.226 0.04 -0.22 0.23 0.135
H 1.223 5.629 -4.563 0.26 0.41 -0.34 0.135
H -0.972 2.774 -5.708 -0.50 0.30 -1.07 0.119
H -0.493 4.154 -6.837 -0.65 -1.16 -0.26 0.116
C 3.262 -2.545 -6.820 -1.32 -0.13 3.51 -0.770
O 2.801 -2.218 -5.699 -0.11 0.63 -0.89 -0.036
N 2.673 -2.366 -7.957 -3.30 1.74 -3.03 0.177
N 4.318 -3.286 -6.864 3.10 -1.39 0.17 0.171
H 1.751 -1.961 -7.887 0.19 0.04 -0.18 0.123
H 2.999 -2.519 -8.901 0.36 -0.15 0.52 0.126
H 4.761 -3.345 -5.958 0.53 -0.56 -0.61 0.127
H 4.620 -3.674 -7.746 0.51 -0.13 0.65 0.125
C -0.959 -2.585 5.746 1.68 0.75 -0.40 -0.756
O -0.364 -1.809 4.979 -0.66 -0.93 0.13 -0.014
N -2.045 -2.355 6.415 -3.86 3.27 0.68 0.152
N -0.571 -3.769 6.168 3.37 -3.10 -1.06 0.147
H -2.300 -2.944 7.195 -0.29 0.75 -0.24 0.120
H -2.387 -1.415 6.275 -0.54 -0.23 0.68 0.125
H 0.206 -4.148 5.645 -0.09 -0.49 0.53 0.118
H -1.127 -4.346 6.782 0.43 0.01 -0.49 0.116
C -3.880 3.054 2.097 -1.44 -0.73 1.16 -0.779
O -3.375 2.066 1.635 0.91 -2.02 -1.45 0.026
N -5.192 3.193 2.361 -1.51 -1.05 -0.85 0.152
N -3.215 4.017 2.638 2.72 3.13 0.82 0.167
H -5.603 2.280 2.498 -0.88 0.64 -0.11 0.118
H -5.580 4.082 2.642 -0.26 -0.70 0.13 0.111
H -2.207 3.949 2.612 -0.28 0.62 0.12 0.123
H -3.745 4.743 3.098 0.96 0.03 0.10 0.120
C 3.903 4.440 2.591 -1.19 2.17 0.45 -0.880
O 2.960 3.907 2.154 -5.49 -4.04 -2.85 0.063
N 3.832 5.706 2.890 0.73 3.22 0.68 0.182
N 4.986 3.866 2.886 6.39 -3.09 1.31 0.186
H 4.578 5.990 3.507 -0.82 1.02 0.12 0.120
H 2.900 6.091 2.829 0.53 0.44 0.28 0.131
H 5.836 4.408 2.947 -0.06 -0.33 0.22 0.129
H 5.080 2.861 2.929 -0.15 0.38 -0.30 0.129
C -2.269 -6.363 1.039 1.70 2.11 -0.62 -0.763
O -1.569 -5.461 0.609 0.80 1.14 -0.35 0.002
N -3.342 -6.136 1.779 -2.14 -0.01 1.20 0.162
N -1.989 -7.627 0.857 -0.48 -3.55 0.02 0.174
H -3.594 -5.200 2.063 0.02 -0.36 -0.35 0.120
H -3.988 -6.905 1.889 -0.19 0.58 0.36 0.111
H -1.162 -8.052 0.464 -0.22 0.72 -0.07 0.130
H -2.677 -8.245 1.262 0.60 -0.47 -0.21 0.110
```
Positions in Å, forces in eV/Å.

Highest occupied orbital energy in eV: -13.349
F_max in eV/Å: 8.33
Net charge: +2
Frontier orbital gap in eV: 2.3
LUMO level in eV: -11.09

=====

A cluster of 6 separate species, C6H24N6O6 in total at a distorted geometry. Source: OMol25; level of theory: ωB97M-V with the def2-TZVPD basis set.

XYZ file:
```
42
Properties=species:S:1:pos:R:3:forces:R:3:lowdin_charge:R:1
C 1.050 -3.129 -4.073 -0.01 0.42 -0.44 -0.182
O 2.207 -3.668 -3.461 -0.16 -0.18 0.10 -0.108
H 0.953 -3.491 -5.098 0.15 -0.13 0.04 0.078
H 0.124 -3.399 -3.558 0.14 -0.06 0.25 0.062
H 1.124 -2.040 -4.139 -0.17 0.01 0.04 0.078
H 2.724 -2.951 -3.090 0.05 -0.03 0.01 0.073
C -0.367 -0.295 3.597 -0.73 -0.23 0.06 -0.171
O -0.715 0.137 4.915 0.24 0.30 -0.15 -0.125
H -1.207 -0.178 2.905 -0.08 0.07 0.11 0.056
H 0.454 0.253 3.144 0.28 -0.17 0.25 0.058
H -0.187 -1.364 3.695 0.39 0.03 -0.25 0.079
H -0.477 1.066 4.982 -0.11 0.00 0.03 0.065
C -3.545 -2.688 -1.861 0.24 0.95 -0.29 -0.122
O -3.833 -1.277 -1.704 0.07 -0.52 -0.33 -0.151
H -2.982 -2.971 -0.977 -0.37 -0.36 0.14 0.082
H -4.478 -3.214 -2.040 0.11 -0.40 0.43 0.082
H -2.891 -2.859 -2.724 -0.06 0.06 -0.05 0.067
H -4.561 -1.087 -2.302 0.05 0.25 0.04 0.080
C -0.481 -0.636 -0.193 0.12 1.60 0.15 -0.632
O 0.409 -0.459 0.638 -0.05 -0.61 -0.33 -0.007
N -0.255 -1.289 -1.370 0.51 -0.57 0.22 0.175
N -1.691 -0.026 -0.048 0.32 -0.53 -0.49 0.181
H 0.605 -1.811 -1.397 -0.09 -0.05 -0.10 0.097
H -0.908 -1.420 -2.118 -0.27 0.09 0.16 0.079
H -1.704 0.751 0.597 -0.19 -0.10 0.18 0.079
H -2.384 -0.188 -0.763 -0.32 0.29 0.29 0.062
C -0.386 3.465 1.162 -0.46 -0.58 0.43 -0.676
O -0.758 2.517 1.842 -0.08 0.20 -0.23 0.022
N -0.059 4.678 1.682 0.29 -0.15 -0.80 0.165
N -0.310 3.385 -0.210 0.00 0.23 0.06 0.153
H -0.035 5.431 1.021 0.07 0.39 0.44 0.095
H -0.087 4.826 2.672 -0.02 0.02 0.04 0.109
H -0.850 2.675 -0.665 0.23 -0.25 -0.02 0.087
H 0.307 3.958 -0.753 -0.10 0.09 -0.04 0.095
C 3.668 1.062 1.380 -0.70 -0.54 -0.19 -0.683
O 4.829 1.314 1.643 0.00 0.31 -0.19 0.017
N 3.189 -0.215 1.291 0.52 -0.63 0.13 0.149
N 2.680 2.003 1.162 0.10 0.23 0.09 0.151
H 3.867 -0.943 1.434 0.02 0.12 0.14 0.097
H 2.254 -0.502 1.027 -0.01 0.47 0.01 0.042
H 2.963 2.891 0.790 0.08 0.04 0.19 0.090
H 1.744 1.689 0.966 0.01 -0.06 -0.12 0.055
```
Positions in Å, forces in eV/Å.

Highest occupied orbital energy in eV: -9.145
F_max in eV/Å: 1.61
Net charge: 0
Frontier orbital gap in eV: 9.2
LUMO level in eV: 0.10
Structure (SMILES): NC(N)=O.NC(N)=O.NC(N)=O.CO.CO.CO

=====

A cluster of 6 separate species, C6H24NO6 in total at a distorted geometry. Source: OMol25; level of theory: ωB97M-V with the def2-TZVPD basis set.

XYZ file:
```
37
Properties=species:S:1:pos:R:3:forces:R:3:lowdin_charge:R:1
C -0.463 -1.301 1.324 -1.09 1.13 -0.46 -0.202
N -0.510 0.178 1.460 0.36 -1.90 1.67 -0.034
C 0.574 0.717 2.244 -0.27 3.00 -1.30 -0.282
O 1.306 1.710 1.500 1.24 0.13 -0.03 -0.154
C 0.094 -1.698 -0.046 0.06 -1.48 0.67 -0.180
C 1.522 -1.266 -0.358 0.14 0.23 0.36 -0.434
C 1.820 -1.558 -1.848 0.10 1.16 1.72 -0.061
C 2.573 -1.902 0.614 -1.89 -0.53 -1.89 -0.055
H -1.505 -1.639 1.387 0.06 -0.22 -0.14 0.100
H -0.011 -1.729 2.218 0.48 -0.04 -0.18 0.101
H -0.525 0.603 0.562 0.39 0.37 -0.84 0.044
H 0.281 1.414 3.042 -0.74 -1.02 0.63 0.104
H 1.221 -0.056 2.634 0.34 -0.34 0.06 0.086
H 0.075 -2.800 -0.151 -0.04 0.04 0.24 0.117
H -0.672 -1.411 -0.773 0.41 0.54 -0.17 0.094
H 1.631 -0.216 -0.094 -0.34 0.31 -0.74 0.093
H 2.044 -2.621 -1.907 0.03 -0.01 -0.63 0.071
H 0.968 -1.219 -2.433 0.01 -0.37 -0.27 0.064
H 2.653 -0.897 -2.085 0.33 -0.47 -0.51 0.073
H 3.547 -1.528 0.315 0.20 0.09 0.62 0.074
H 2.512 -2.981 0.428 0.36 -0.10 0.39 0.069
H 2.172 -1.666 1.589 0.84 0.00 0.51 0.047
H -0.612 2.924 -0.284 -0.15 0.55 0.06 -0.004
H -0.330 3.935 0.789 0.38 0.28 0.53 0.015
O -1.030 3.734 0.175 0.02 -0.55 -0.54 -0.122
H 1.026 1.887 0.539 -0.52 -1.31 0.68 0.012
H 1.086 2.155 -1.251 -0.33 -0.13 -0.34 -0.003
O 0.326 1.681 -0.887 0.28 0.82 0.12 -0.376
H -2.252 1.381 0.771 0.07 -0.36 0.15 -0.021
H -2.413 2.779 1.262 -0.24 -0.42 -0.21 0.009
O -2.862 1.909 1.285 -0.39 0.85 0.18 -0.097
H -3.676 -1.500 -1.285 0.01 0.50 0.32 0.014
H -3.206 -0.229 -2.157 0.23 -0.39 0.55 0.007
O -3.416 -1.184 -2.148 -0.20 -0.34 -0.83 -0.093
H -1.049 0.070 -2.337 0.24 0.33 0.26 0.008
H -1.251 1.509 -1.759 0.69 -0.70 -0.34 0.012
O -1.650 0.819 -2.333 -1.08 0.36 -0.33 -0.097
```
Positions in Å, forces in eV/Å.

Highest occupied orbital energy in eV: -5.132
F_max in eV/Å: 3.28
Net charge: -1
Frontier orbital gap in eV: 8.5
LUMO level in eV: 3.32